The following is a quantum chemistry calculation of 14 unconnected molecules or ions with the total composition C56H112O28S14 at a distorted geometry, from the OMol25 dataset.

Values from the calculation:
E_LUMO: -0.7 eV
2S+1: 1
E_tot: -9881.783349 hartree

Element x y z (Å)
H (20.9235, -6.7107, -1.0524)
O (13.1001, -4.8151, -12.6045)
H (10.0078, -5.4442, -10.6015)
S (19.9059, -4.5235, -1.5873)
H (16.1160, -8.4848, -4.3466)
H (16.6429, -8.3475, -1.7854)
H (19.6862, -4.3169, -3.9941)
H (16.2575, -11.8998, -11.1424)
H (7.1023, -2.0691, -10.8700)
O (10.7164, -7.8478, -10.8172)
C (9.8992, -4.3698, -10.7491)
H (12.7180, -8.2538, -8.6738)
H (14.3917, -12.9524, -8.9316)
O (10.9059, -0.0825, -7.3133)
H (18.1626, -3.6960, -3.1276)
H (14.2968, -4.8021, -1.9844)
C (7.3173, -5.2917, -5.9324)
H (11.9288, -0.9976, -10.2310)
C (18.5250, -1.7240, -7.9733)
C (12.2939, -6.0660, -8.4377)
C (12.9020, -1.6987, -5.2598)
H (10.6129, -12.3703, -13.2843)
H (12.2360, -11.1635, -11.6426)
C (8.4350, -10.1281, -12.5876)
S (14.8327, -9.9104, -1.4021)
H (17.0078, -12.9019, -8.3867)
O (15.2482, -0.3790, -0.9015)
H (15.5130, -2.4415, 1.5759)
H (16.6876, -10.9161, -7.4429)
H (13.7473, -2.0514, -4.6689)
H (9.9830, -10.8506, -10.9059)
O (18.5640, -2.5743, -5.3980)
C (12.4854, -11.1892, -12.7033)
O (12.6563, -13.7864, -15.2861)
C (11.5991, -12.0590, -13.6287)
C (16.7748, -10.7064, -8.5090)
C (14.9702, -4.0744, -1.5315)
H (9.4873, -13.9668, -7.1674)
O (10.8780, -5.2357, -5.2114)
C (9.0580, -11.3760, -7.0850)
O (14.2847, -8.9058, -0.5194)
H (13.7138, -4.4510, -7.9921)
C (14.0788, -13.1032, -13.1022)
C (13.7499, -5.5323, -8.1243)
H (15.9607, -2.4535, -11.2966)
H (14.1312, -11.2763, -14.0215)
O (9.4921, -5.9877, -3.1965)
S (14.9744, -10.6501, -8.7424)
O (14.3976, -10.9445, -7.3977)
C (13.9776, -11.6020, -12.9927)
O (15.0320, -11.2648, -0.8307)
C (13.0216, -0.5686, -12.2349)
C (15.0648, -4.0515, 0.0056)
H (15.6826, -0.8208, -10.6216)
H (8.7372, -3.7485, -5.6804)
C (17.1624, -12.0974, -9.1057)
H (16.6346, -7.0084, -14.6310)
H (12.7654, 0.4634, -12.4743)
H (14.7412, -11.2422, -12.3030)
C (13.9265, -9.8512, -3.1345)
C (7.6197, -2.8982, -11.3528)
H (8.9137, -2.1667, -13.1519)
C (9.0333, -6.9810, -5.7056)
H (10.9008, -14.0357, -6.0684)
H (17.4032, -2.2197, -9.7385)
H (19.0080, -7.9049, -2.5841)
C (8.2164, -6.3175, -6.7176)
C (14.7418, -12.2814, -9.7160)
H (14.0020, -13.4745, -12.0803)
O (15.7051, -7.0971, -6.7640)
S (12.4650, -13.6532, -13.8544)
O (19.0530, -3.8511, -0.5801)
C (18.9485, -4.4476, -3.2024)
H (9.7939, -13.1089, -4.3069)
H (13.3345, -2.7537, -2.4032)
H (6.8864, -4.5366, -6.5898)
C (10.6225, -0.4671, -4.6114)
H (8.8504, -10.9795, -13.1268)
H (18.1808, -6.2165, -4.2588)
O (8.1940, -3.7278, -8.7056)
H (17.8488, -4.7265, -9.3026)
O (8.0961, -10.7528, -4.5273)
S (8.1219, -4.2462, -10.0487)
H (13.4124, -7.4145, -11.6727)
H (14.4783, -5.6997, -8.9177)
S (14.8123, -0.9074, -12.7296)
H (14.9298, -2.2395, -2.6930)
C (10.0366, -13.4494, -6.3808)
O (21.3071, -4.1024, -1.7667)
C (19.0611, -4.2830, -7.4906)
O (7.2840, -5.4004, -10.3255)
H (19.0012, -5.0189, -6.6889)
H (13.6315, -8.8182, -3.3193)
O (14.5663, -9.4840, -9.5289)
H (17.1823, -9.7777, -8.9084)
H (13.5172, -3.0131, -10.7532)
C (10.4206, -12.0523, -6.9190)
O (8.5792, -8.1593, -9.4499)
C (9.1246, -13.2566, -5.1545)
H (8.6920, -7.7932, -5.0636)
H (7.3526, -7.6880, -12.0891)
C (18.1896, -2.6863, -9.1452)
H (12.9676, -2.5043, -5.9912)
H (17.1837, -9.7444, -4.0902)
H (15.1830, -11.2788, -3.9136)
S (14.2894, -6.5708, -6.6489)
H (20.1901, -7.0264, -3.4654)
O (6.7262, -12.3615, -6.1506)
H (8.4516, -10.2144, -10.4609)
H (15.9677, -4.3394, -13.8238)
C (12.9054, -0.8676, -10.6973)
H (11.0387, -11.6928, -6.0963)
C (10.0411, -3.6854, -12.1214)
H (6.8139, -3.3044, -11.9641)
H (11.1027, -7.7150, -7.9354)
H (8.7617, -5.8838, -7.5558)
H (19.0414, -2.9509, -9.7717)
C (8.6999, -8.7066, -13.2063)
H (7.3622, -10.2601, -12.4472)
H (14.7792, -5.3783, -14.7135)
H (9.7418, -8.7427, -13.5245)
C (19.4179, -6.9024, -2.7061)
C (16.1958, -9.4090, -3.7743)
C (18.3162, -5.8657, -3.2357)
H (17.0472, -3.9687, -7.8491)
H (11.5982, -2.0875, -3.6522)
O (13.9873, -5.8132, -5.3960)
H (18.7052, -0.6490, -7.9780)
H (9.4448, -1.6877, -11.5904)
H (9.9865, -7.2895, -6.1348)
H (7.5202, -6.9606, -7.2559)
H (14.3206, -7.6243, -13.7984)
H (15.7544, -4.8472, 0.2873)
C (8.2436, -4.5108, -5.0776)
H (11.4698, -11.6612, -14.6353)
C (15.2234, -1.6679, -11.1311)
H (8.0695, -8.5569, -14.0828)
H (12.3451, -1.1362, -12.8739)
C (13.0528, -0.2802, -5.8145)
S (19.4296, -2.6332, -6.6152)
H (12.3998, -10.1248, -12.9217)
O (15.2328, -4.4950, -11.3459)
H (14.9007, -7.1864, -11.0319)
H (7.6713, -4.2613, -4.1841)
H (14.6782, -10.0234, -5.1072)
C (17.9406, -4.0282, -8.4707)
H (12.9648, -10.3642, -3.1362)
H (15.7118, -8.5858, -13.0001)
S (9.3828, -8.3590, -10.6649)
O (15.3924, 0.4603, -12.8915)
H (13.8627, -12.1312, -10.3427)
C (9.2563, -10.0878, -11.1853)
C (9.0145, -2.5315, -12.1297)
H (19.1399, -6.3580, -0.6643)
C (16.1825, -12.5467, -10.2684)
H (13.5295, -0.1995, -6.7914)
S (14.4265, -5.2102, -12.2984)
H (6.5459, -5.7556, -5.3178)
O (15.0015, -1.9720, -13.7139)
S (11.3139, 0.4589, -6.0477)
H (11.0384, -2.5574, -5.3817)
C (12.1774, -7.5598, -8.0302)
H (15.8757, -4.3122, -2.0898)
H (11.0595, -3.3333, -12.2858)
H (11.6491, -5.5078, -7.7588)
C (14.3892, -7.0441, -11.9838)
H (13.6690, 0.3518, -5.1750)
H (17.5622, -1.6554, -7.4670)
C (12.9010, -7.7736, -6.7945)
C (15.0353, -10.2142, -4.0952)
H (9.5469, -0.6089, -4.7168)
C (13.8706, -2.0255, -10.4568)
O (13.0840, -1.2214, -0.0188)
O (20.8743, -2.3799, -6.5556)
H (14.0104, -2.2557, -9.4006)
C (15.2059, -7.6341, -13.1626)
C (8.4403, -7.7587, -12.0859)
C (16.4262, -9.3229, -2.2211)
H (10.6385, -3.8181, -10.1684)
C (11.4090, -1.8034, -4.6874)
H (18.1723, -12.0136, -9.5071)
S (9.6441, -5.6710, -4.5816)
H (13.1732, -8.7878, -6.5022)
C (16.2561, -6.6416, -13.6770)
S (14.3905, -1.4986, -0.5731)
H (9.0653, -10.2885, -7.1574)
H (16.4795, -13.5432, -10.5954)
H (17.1480, -6.6204, -13.0508)
H (9.7413, -4.3218, -12.9539)
H (14.9713, -13.5767, -13.5112)
H (16.4297, -2.4064, 0.0637)
H (17.4585, -6.0281, -2.5830)
H (10.8037, 0.0968, -3.6963)
C (15.4744, -5.3100, -13.8767)
O (11.1167, 1.8868, -5.7622)
H (17.2187, -9.9434, -1.8026)
H (19.9196, -4.3206, -8.1612)
H (14.1224, -4.3535, 0.4626)
H (13.2268, 0.0081, -10.1335)
C (15.4534, -2.6142, 0.5013)
O (11.8944, -14.7614, -13.1128)
S (7.9915, -11.8170, -5.6014)
H (11.8330, -5.8155, -9.3932)
H (8.5622, -11.8323, -7.9418)
H (8.4883, -14.1001, -4.8869)
C (14.3252, -2.7579, -1.9488)
C (19.9542, -6.3426, -1.3888)
H (8.6347, -6.6884, -12.1545)
H (12.1813, -7.3634, -6.0860)
H (11.0250, -12.1984, -7.8142)

Force components x, y, z for each atom (eV/Å):
H -0.2290 0.3451 0.1112
O -1.7110 0.9650 0.0017
H 0.7106 -0.0156 -0.6398
S 0.9263 1.8454 -0.3606
H -0.1618 0.6891 0.8286
H -0.4252 0.2633 -0.3348
H -0.2690 0.2309 0.1435
H 0.4463 0.0800 -0.0474
H 0.7292 0.1970 0.3755
O 0.5227 0.2742 0.3848
C -0.5871 -0.2015 0.3056
H -0.9270 0.2439 -1.2673
H 0.4232 -0.1649 0.0790
O -0.4724 -0.2541 -0.4370
H 0.6037 0.2599 -0.0845
H -0.1872 -0.5881 0.8261
C 0.7324 -0.0623 -1.3620
H -0.3666 -0.4931 -0.7673
C -1.0417 -0.0740 1.3929
C 0.7563 0.2305 1.1520
C -0.9476 0.3934 -0.9260
H 0.0386 0.3384 0.3959
H -0.1176 -0.8441 0.0885
C 1.8604 0.8199 1.0405
S 0.1220 -0.6790 -0.7838
H 0.6682 0.3282 0.3817
O -0.5125 -0.2631 -0.4876
H -0.6243 0.1173 -0.2151
H 0.9997 1.1561 0.2256
H -0.3422 0.8076 0.9705
H 0.4639 0.5506 -0.5443
O 1.8500 0.1606 -2.1057
C 0.7036 0.2492 -0.1145
O -0.0988 -0.1099 0.5248
C 0.1035 -0.5201 0.6972
C -1.7904 -1.9367 -0.0626
C -1.4202 0.3592 -0.3766
H 0.0787 -0.3278 -0.0038
O 0.1236 0.2072 0.7409
C 0.0856 0.4249 0.3738
O 0.1869 -0.1276 -0.3962
H 0.2438 -0.1826 0.8393
C -1.4556 -0.8949 1.5760
C -0.7018 -1.0793 -0.7253
H -0.4579 0.0642 0.0036
H 0.5535 0.7166 0.0976
O 0.6719 -0.3090 0.6128
S -1.0908 -1.2135 0.8330
O 0.4229 0.9614 -2.1901
C -0.7660 -0.1789 -1.3191
O -0.3606 1.9683 -1.5777
C -0.4686 0.0022 0.1408
C 0.0809 -0.2697 0.4194
H 0.0795 -0.0517 0.3518
H -0.1818 0.4252 0.5246
C -0.6960 0.5446 -1.6031
H -0.1480 0.0851 -0.1765
H 0.5708 0.0974 0.0566
H -0.3531 0.4543 -0.1861
C 0.1525 0.7195 1.4627
C 1.4928 -0.5714 -0.2027
H -0.5960 -0.1551 0.0435
C 2.6205 -0.8297 1.2329
H 0.0110 -0.0263 -0.2285
H -0.0464 -0.5599 0.1057
H -0.2484 0.0836 0.1822
C -3.0951 0.5097 -0.6754
C 0.7426 0.7572 1.0625
H -0.0414 -0.4335 0.0978
O -3.3886 0.7487 -0.3407
S 1.3385 -0.0636 -0.8939
O 1.2440 -1.4286 -1.1742
C -0.0854 -1.7389 1.5305
H -0.4590 0.8040 0.2251
H -0.1945 -0.4278 0.6149
H -0.4192 -0.4748 -0.2749
C 0.8941 -0.8486 -1.4747
H -0.2485 0.3312 -0.4599
H -0.8438 0.3743 0.0008
O -0.0557 -0.1092 -0.0990
H -0.0784 -0.6146 0.5897
O -0.6878 -2.5891 -2.9143
S 0.3208 2.4335 -2.4421
H -0.3989 0.1050 -1.1461
H -0.0108 -0.3566 -0.0521
S -0.5472 1.6157 0.7464
H 0.1943 0.0094 -0.0743
C -0.8364 -0.2344 -0.1081
O -1.8141 -0.2307 0.1803
C 1.5546 1.7052 -0.2828
O 0.9792 0.2227 0.1067
H -0.1488 -0.1889 -0.5196
H 0.2712 0.4160 0.5928
O 0.1902 -1.0049 0.6396
H 0.3405 -0.3414 0.3315
H -0.2550 0.3439 -0.8645
C -0.4956 -1.2795 1.4626
O 1.7504 -0.2617 -1.0798
C -0.1387 0.1528 -0.2445
H -0.7309 0.0455 -0.3226
H -0.2265 -0.5340 1.4682
C 1.8565 0.7114 0.9523
H -0.2548 0.4654 -0.7941
H -0.2513 -0.7476 -0.6470
H 0.3436 -0.2484 -0.5526
S 1.1388 1.5063 1.9495
H 0.2554 0.2916 0.0723
O 1.8454 1.1738 1.3404
H -0.0806 -0.9177 0.2372
H 0.3055 -0.2463 -0.3906
C 0.8275 0.1496 -0.6650
H 0.0767 0.9676 -0.3440
C -1.9789 -0.7945 0.1152
H 0.4737 -0.5973 -0.2591
H 0.1568 -0.7438 -0.1181
H 0.3523 0.4406 0.5443
H 0.2355 0.8891 -0.4126
C 0.9517 -1.8152 -0.5979
H 0.1705 -0.1667 0.3524
H 0.0909 0.0656 0.0491
H 0.1223 0.3947 -0.1719
C -0.3432 0.8634 -0.2260
C 3.0171 1.4807 1.2939
C 2.1511 -1.4046 0.0005
H -0.5993 -0.2942 -0.4532
H -0.8405 -0.8557 -0.1248
O 0.8284 -1.2474 -2.2758
H 1.0999 -0.1997 -0.8956
H -0.0443 0.0740 0.2068
H -0.0296 -0.4170 0.0110
H 0.1439 -0.5367 0.2090
H 0.7470 -1.0303 -1.4535
H 0.3407 0.3734 0.3794
C 1.2137 -0.4321 1.0873
H 0.2999 0.0622 0.0878
C -0.3110 1.0128 0.0711
H 0.0275 0.2271 0.1115
H 0.2062 -0.5890 0.1727
C 0.1521 0.7271 -0.2822
S -1.4166 -0.6393 -0.3093
H -0.1351 0.0096 -0.4691
O -0.0111 -0.4174 0.6080
H 0.5543 0.2703 0.1297
H 0.8088 0.8292 0.1414
H 0.2040 -0.3663 -0.0991
C -1.7849 0.4586 0.8362
H 0.4637 -0.7166 0.0963
H -0.7558 -0.2049 0.1524
S -2.1873 -0.1117 -0.3589
O -0.6340 -2.9663 0.0865
H 0.5271 0.1316 -0.5133
C -3.1207 0.0855 0.3633
C -1.0008 0.4344 1.3278
H 0.2616 -0.9323 0.5174
C -0.5911 1.3961 0.5228
H -0.2681 -0.1552 -0.1737
S 1.8832 -2.3848 -2.0167
H 0.0405 -0.3313 -0.2905
O -0.4029 1.1058 0.2163
S 0.6557 0.8022 2.3140
H -0.9808 0.0522 0.8949
C 0.4855 0.2893 -2.6759
H 0.4869 0.6797 0.4936
H -0.1201 -0.0997 0.0693
H -0.0733 -0.0205 0.4279
C 2.0942 0.7795 2.0656
H -0.4107 0.1463 0.3192
H -0.3243 -0.2839 0.2967
C -0.0296 0.8091 2.8014
C -2.2408 -2.1683 -0.0134
H 0.0854 0.0611 -0.2680
C 0.6692 -0.6219 0.4573
O 0.1900 -0.3986 -0.3728
O -1.9508 -0.2814 0.0327
H 0.3187 0.6277 0.3382
C -1.2872 0.7567 0.4810
C -0.8521 1.1074 -0.2902
C -1.1791 0.1254 0.5638
H -0.5963 -0.2267 0.9915
C 1.6878 0.1680 0.7928
H 0.0565 -0.5155 0.3063
S -2.3244 0.8026 -2.2421
H 0.2399 0.0970 -0.3416
C -0.7675 0.5881 -0.6059
S 1.1630 -1.0115 1.3741
H -0.0320 -0.0326 -0.0709
H -0.5976 -0.1462 0.2210
H -0.2677 0.4691 0.3979
H 0.3385 -0.3792 0.0395
H -0.3225 0.2976 -0.6114
H 0.1813 0.1783 0.1806
H -0.2930 0.4991 -0.3627
H 0.2695 0.0758 -0.2313
C -0.3678 -0.3330 1.9604
O 0.7823 -1.6973 -0.6936
H -0.1265 -0.4700 -0.4759
H 0.7075 -0.7347 0.6388
H -0.2282 0.1229 -0.1699
H 0.5217 0.1618 -0.1997
C -0.1713 -1.0312 -1.9620
O 0.2081 1.0464 -0.1266
S 1.1303 0.3683 0.8444
H 0.8271 -0.3566 -0.3852
H -0.2446 0.1908 0.0621
H -0.0818 0.0300 -0.3548
C 0.7740 2.0660 -0.6585
C -1.3814 0.8047 -0.3466
H 0.8686 -0.1048 -0.4470
H 0.7234 0.0242 1.0957
H -0.1991 0.5097 -0.1044